# 1
Molecular formula: C17H29N3O2
Method: DFT, ωB97M-V/def2-TZVPD

Geometry as ORCA input:
```
! RIJCOSX wB97M-V def2-TZVPD def2/J DEFGRID3
* xyz 0 1
C 6.9178 0.6718 1.2291
C 5.6948 0.9947 1.8162
C 4.5149 0.3356 1.1960
H 4.6183 -0.8580 1.2390
C 4.0787 0.4800 -0.3711
N 2.7034 0.0752 -0.6039
C 2.0807 0.8123 -1.5661
C 2.9425 0.9978 -3.1655
H 3.0841 -0.0048 -3.5108
H 3.9638 1.4180 -2.9083
H 2.3471 1.7301 -3.7750
H 1.0716 0.6229 -2.0337
H 2.0652 1.7827 -1.4789
C 2.7308 -1.1918 -0.8311
H 2.1754 -1.5133 -1.9301
C 1.8630 -1.9950 0.3987
N 0.7358 -1.4187 0.5637
C -0.5345 -1.7472 0.1143
O -0.5470 -2.7270 -0.4343
C -1.6065 -0.6531 0.2064
C -2.9917 -0.8968 0.0305
C -3.6632 0.4988 0.3287
C -2.5092 1.4482 0.2068
N -1.4041 0.7097 0.2875
H -0.4395 1.2678 -0.2201
C -2.4679 2.8366 0.1511
H -3.1376 2.9900 -0.6768
H -1.5117 3.3963 0.0721
H -3.1232 3.1294 1.1779
C -4.9084 0.7837 0.3025
O -5.2368 2.1115 0.2290
C -6.0387 -0.2719 0.1023
H -5.8530 -0.8631 1.1061
H -7.0065 0.1007 0.2533
H -5.9719 -0.9086 -0.6737
C -3.5541 -2.0274 0.1593
H -4.2334 -2.3331 -0.9046
H -2.8293 -2.9755 0.3245
H -4.1947 -2.3397 1.0462
H 0.7150 -0.1613 0.8572
H 1.7597 -3.0644 0.1568
H 2.3800 -1.8958 1.4342
H 3.6170 -1.7538 -0.9079
H 4.8148 0.1689 -0.8508
H 3.9163 1.8107 -0.3384
H 3.6244 0.3774 1.8157
H 5.4396 1.9695 1.7910
H 5.7455 0.6053 2.9187
H 6.8997 1.0926 0.0047
H 7.5556 1.2332 1.7096
H 7.0737 -0.3524 1.1195
*
```

Properties
* frontier orbital gap: 8.22 eV
* ΔE to the lowest compared entry with this formula, charge and spin: 358.9 kcal/mol

# 2
Molecular formula: C17H29N5O7
Method: DFT, ωB97M-V/def2-TZVPD

Geometry as ORCA input:
```
! RIJCOSX wB97M-V def2-TZVPD def2/J DEFGRID3
* xyz 0 1
C -0.1835 4.0179 2.5611
O 1.0039 3.3008 2.3155
C 1.0027 2.7051 1.0419
C 2.2157 1.8283 0.8876
O 2.1849 0.8059 1.8876
C 3.0848 -0.2873 1.6759
C 3.1458 -0.6953 0.2027
O 4.1176 -0.4895 -0.5029
N 1.9825 -1.2449 -0.1987
C 1.6421 -1.5596 -1.5601
C 0.9471 -0.4065 -2.3097
O 1.8220 0.6712 -2.5742
C 2.9394 0.3828 -3.4009
C 0.2207 -0.9771 -3.5372
C -1.0861 -1.5269 -2.9590
N -1.3255 -0.6796 -1.7886
C -2.4737 -0.7938 -1.0818
O -3.2907 -1.6654 -1.3376
C -2.7301 0.2748 -0.0214
C -3.7888 -0.1385 1.0056
C -3.1918 -0.3717 2.3923
N -2.0442 -1.2701 2.3161
C -0.7237 -0.9173 2.3086
O -0.3561 0.2924 2.7059
N 0.0278 -1.8796 1.8721
N -0.8236 -2.9475 1.5461
C -2.0170 -2.5425 1.8130
O -3.1632 -3.2120 1.6742
C -0.2051 0.1998 -1.5067
H -0.1089 4.4438 3.5588
H -0.3181 4.8279 1.8342
H -1.0580 3.3574 2.5168
H 0.0871 2.1121 0.9070
H 1.0228 3.4661 0.2489
H 2.2136 1.4069 -0.1210
H 3.1292 2.4182 1.0130
H 4.0914 0.0014 1.9846
H 2.7218 -1.1071 2.2950
H 1.3207 -1.4997 0.5371
H 2.5393 -1.8511 -2.1079
H 0.9723 -2.4209 -1.5447
H 3.3696 1.3429 -3.6770
H 3.6925 -0.1977 -2.8664
H 2.6350 -0.1379 -4.3141
H 0.0229 -0.1628 -4.2371
H 0.7924 -1.7473 -4.0553
H -1.9227 -1.4537 -3.6534
H -1.0081 -2.5747 -2.6606
H -1.7961 0.5501 0.4695
H -3.0388 1.1704 -0.5680
H -4.5772 0.6099 1.0885
H -4.2590 -1.0581 0.6569
H -2.8177 0.5523 2.8313
H -3.9306 -0.7963 3.0709
H 0.6042 0.4392 2.4981
H -2.9736 -4.0183 1.1766
H 0.0305 0.2329 -0.4434
H -0.3702 1.2206 -1.8658
*
```

Properties
* SMILES string: COCCOCC(=O)NC[C@@]1(OC)CCN(C(=O)CCCn2c(O)nnc2O)C1
* frontier orbital gap: 9.54 eV
* ΔE to the lowest compared entry with this formula, charge and spin: 5.6 kcal/mol